No. 1
{
  "formula": "C24H19AsN6O3S5Ta",
  "method": "ωB97M-V/def2-TZVPD",
  "species": ["Ta", "As", "S", "S", "S", "S", "S", "O", "O", "O", "N", "N", "N", "N", "N", "N", "C", "C", "C", "C", "C", "C", "C", "C", "C", "C", "C", "C", "C", "C", "C", "C", "C", "C", "C", "C", "C", "C", "C", "C", "H", "H", "H", "H", "H", "H", "H", "H", "H", "H", "H", "H", "H", "H", "H", "H", "H", "H", "H"],
  "xyz": [[-1.62378, 1.04514, 0.55295], [-0.78146, -1.15141, 2.96203], [-2.34458, -2.04015, 4.00392], [-0.76977, -1.27820, 0.75628], [-0.68752, 3.38766, 0.30458], [-1.32572, 1.07399, 2.90215], [1.09936, -1.61632, 3.73938], [-3.25429, 0.23992, 0.02410], [3.91453, -4.32127, 0.31061], [-1.10790, 0.74478, -1.38346], [-1.75692, 5.73744, 0.95731], [4.12105, 0.95793, -3.32670], [4.87312, 0.00675, -2.99810], [-3.39768, 2.60861, 0.90755], [-3.18300, 3.99579, 1.02014], [0.76846, 1.15761, 0.26714], [2.65965, -4.49201, 0.98957], [-5.15518, 0.97090, 1.09677], [5.54698, -1.77381, -1.60505], [-6.93047, -0.53407, 1.58547], [1.69099, 1.23916, 1.18370], [5.33619, -2.82306, -0.74793], [2.96235, -2.78209, -1.26818], [4.01798, -3.30272, -0.56019], [1.12580, 1.12894, -1.04694], [1.73090, 0.76210, -3.69571], [0.38319, 0.66541, -3.27351], [3.20194, -1.73633, -2.12966], [-6.12521, -1.58470, 1.07760], [-1.97861, 4.40520, 0.77808], [-4.40501, -0.06098, 0.56844], [2.77255, 0.99461, -2.83938], [0.08069, 0.83839, -1.95406], [-4.84485, -1.36223, 0.60191], [-6.38947, 0.71355, 1.61475], [4.47300, -1.14202, -2.22813], [3.05339, 1.20199, 0.86879], [3.46028, 1.25010, -0.44271], [-4.63191, 2.29340, 1.14229], [2.46090, 1.19450, -1.47113], [2.36316, -1.39250, -2.75835], [3.74277, 1.16355, 1.68291], [6.56596, -1.40822, -1.74870], [-2.56455, 6.31226, 1.12185], [-0.92235, 6.22141, 0.66605], [1.96224, -5.07863, 0.40944], [-6.49426, -2.59022, 1.10438], [-5.28375, 3.09769, 1.48815], [1.35304, 1.28906, 2.19842], [-0.45188, 0.48521, -3.95206], [-7.01159, 1.52747, 1.99727], [2.05732, 0.53877, -4.72363], [4.51630, 1.27326, -0.71972], [6.13705, -3.32116, -0.23219], [2.90938, -5.07007, 1.87677], [-4.22692, -2.18559, 0.24179], [1.96978, -3.19276, -1.16828], [-7.91705, -0.73963, 1.96283], [2.25536, -3.54240, 1.30843]],
  "charge": -1,
  "lumo_energy_ev": 1.6
}

---

No. 2
{
  "formula": "C4H3NO3",
  "method": "ωB97M-V/def2-TZVPD",
  "species": ["O", "O", "O", "N", "C", "C", "C", "C", "H", "H", "H"],
  "xyz": [[0.76559, 0.39146, 1.09096], [-0.67360, 0.73362, -1.97186], [1.55553, 1.10777, -1.48936], [-0.47018, -1.58533, 1.53979], [-0.83873, -0.95693, 0.27813], [0.00609, 0.17722, -0.03197], [0.49167, -0.62326, 1.96006], [0.32376, 0.78077, -1.18316], [-0.56475, 1.37386, -2.62199], [-1.79528, -1.00632, -0.41514], [1.19990, -0.39286, 2.84452]],
  "lumo_energy_ev": -0.3,
  "smiles": "O=C(O)c1cnco1",
  "e_above_lowest_ev": 3.326
}

---

No. 3
{
  "formula": "C25H38BrClF3NO8",
  "method": "ωB97M-V/def2-TZVPD",
  "species": ["Br", "Cl", "F", "F", "F", "O", "O", "O", "O", "O", "O", "O", "O", "N", "C", "C", "C", "C", "C", "C", "C", "C", "C", "C", "C", "C", "C", "C", "C", "C", "C", "C", "C", "C", "C", "C", "C", "C", "C", "H", "H", "H", "H", "H", "H", "H", "H", "H", "H", "H", "H", "H", "H", "H", "H", "H", "H", "H", "H", "H", "H", "H", "H", "H", "H", "H", "H", "H", "H", "H", "H", "H", "H", "H", "H", "H", "H"],
  "xyz": [[-1.19098, -0.58996, -4.43856], [-3.05027, -0.77360, -2.07414], [-1.39222, -5.98079, -1.77848], [-0.84500, -6.26931, -3.84135], [0.42305, -5.05676, -2.60888], [-1.49150, 6.10667, 1.81211], [0.58072, 5.26509, 1.98694], [1.58148, -2.31561, -1.99769], [3.68605, -0.59201, 1.37382], [2.15398, -3.19705, 0.52847], [1.03386, -2.64825, -4.12208], [5.66785, 0.04128, 0.52988], [-0.70993, 2.01815, -0.35837], [-0.10622, -0.26342, -1.95897], [-2.30979, -3.34020, -2.17049], [-2.44309, -0.14885, 2.87673], [-1.13295, -1.66487, -0.37456], [-1.66381, -1.25289, 2.12051], [0.82913, -2.21343, -2.98631], [-3.36565, -2.35382, 0.71853], [5.80409, -1.39117, -1.33071], [1.00705, -2.46019, 0.90662], [4.36596, -1.37749, -0.82439], [-1.69106, -4.17318, -3.31398], [-0.35758, 5.80840, 2.49129], [-0.46318, 6.30130, 3.92036], [-2.38816, 6.85143, 2.65519], [4.49466, -0.63510, 0.48659], [6.36839, -0.11961, -0.71745], [-1.62426, -1.98795, -1.84842], [-0.50487, -1.41686, -2.80203], [-0.48041, 4.22233, -1.27642], [-0.85048, -5.34961, -2.83190], [-0.43011, -0.34035, -0.73095], [-0.08053, 0.84350, 0.13822], [-1.96514, 6.51924, 4.07755], [0.27462, 3.00726, -0.70664], [-2.23406, -1.31444, 0.66604], [-0.23798, -2.85071, 0.08939], [-2.22839, 7.29324, 4.79595], [-0.36790, 0.73141, 1.18214], [0.79771, -2.71459, 1.95686], [-1.44737, 3.88803, -1.65440], [0.09800, 7.23214, 4.01325], [0.08924, 4.57118, -2.14129], [6.32657, -2.26064, -0.92760], [0.89816, 3.28256, 0.14928], [5.89120, -1.42218, -2.41503], [-0.61883, -0.94675, 2.15537], [3.70370, -0.81627, -1.48372], [-2.45003, 0.77596, 2.28785], [1.23939, -1.38448, 0.89702], [-2.27759, 7.91333, 2.42537], [-0.86469, -3.48158, 0.72704], [-1.83975, -2.18208, 2.66409], [6.17872, 0.76054, -1.33648], [-3.33960, -3.13845, -2.44285], [1.00963, 0.96511, 0.11625], [-3.99187, -2.34028, -0.17350], [0.39665, 0.50863, -2.38089], [-3.41218, 6.55174, 2.44484], [-3.48873, -0.41589, 3.04398], [3.97466, -2.37792, -0.66734], [-2.96208, -3.36604, 0.81451], [7.43670, -0.18821, -0.52343], [-0.58079, 5.01334, -0.53806], [-2.37670, -3.91205, -1.24436], [-2.65302, -0.32605, 0.48063], [-2.52225, -4.64815, -3.84007], [-2.43885, 5.58962, 4.39736], [0.92371, 2.59149, -1.49259], [-4.01636, -2.18788, 1.57971], [-1.97174, 0.10305, 3.82962], [0.03853, -3.48627, -0.74888], [-0.08079, 5.55878, 4.61486], [-1.14404, -3.60378, -4.06675], [2.80932, -3.03774, 1.21580]],
  "lumo_energy_ev": -0.5
}

---

Which formula does entry 2 have? C4H3NO3